# 1
Computed, not measured: C4H8O2 in the gas phase in a non-equilibrium geometry, with the ωB97M-V functional and the def2-TZVPD basis.

## Properties
HOMO energy = -7.2131 eV
Kohn-Sham gap = 7.93 eV

Geometry (Å):
O  1.99796  -0.35400  0.78517
C  1.54375  -0.20398  -0.58146
C  0.13283  0.13522  -0.78563
O  -0.22373  1.39081  0.27800
C  -0.97938  -0.64520  -0.12700
C  -1.63033  0.68404  0.13778
H  1.56809  -1.14183  1.14134
H  1.73440  -1.11177  -1.18001
H  2.16522  0.58924  -1.00109
H  0.34169  1.19351  1.08068
H  -0.82121  -1.18789  0.82875
H  -1.48246  -1.30464  -0.83747
H  -2.09870  1.11561  -0.76260
H  -2.24813  0.84088  1.02356

=====

# 2
Computed, not measured: C8H11NO2 in the gas phase in a non-equilibrium geometry, with the ωB97M-V functional and the def2-TZVPD basis.

## Properties
HOMO energy = -8.5378 eV
Kohn-Sham gap = 9.42 eV
structure (SMILES) = CON(CO)c1ccccc1

Geometry (Å):
C  3.10660  0.03426  -0.24949
C  2.47722  -0.85529  0.54775
C  2.31411  0.97722  -0.88490
C  1.10581  -0.86190  0.70923
C  0.93228  0.99772  -0.68961
C  0.29071  0.02550  0.07992
C  -2.53087  1.61580  0.82177
C  -1.75878  -1.41897  -0.43097
N  -1.10378  -0.09403  0.18501
O  -1.02066  -1.90326  -1.46063
O  -1.76349  1.05480  -0.25234
H  4.18751  -0.07990  -0.46837
H  3.10236  -1.67719  0.98220
H  2.98961  1.65555  -1.40787
H  0.58012  -1.56264  1.36595
H  0.12550  1.80867  -0.84707
H  -2.76706  2.72911  0.78460
H  -2.09486  1.38981  1.76935
H  -3.49773  1.16703  0.86383
H  -2.70952  -1.09576  -0.75211
H  -1.87282  -2.21399  0.40478
H  -0.09224  -1.69255  -1.07102

=====

# 3
Computed, not measured: 5 unconnected molecules or ions with the total composition C42H68ClF17N4O7P in a non-equilibrium geometry, with the ωB97M-V functional and the def2-TZVPD basis.

## Properties
HOMO energy = -10.3944 eV
Kohn-Sham gap = 7.20 eV
net charge = +1

Geometry (Å):
C  -2.46129  -0.66397  5.39213
C  -2.75836  -1.11667  4.00149
O  -2.21557  -0.61328  3.04512
O  -3.68403  -2.11173  3.83868
C  -3.09765  -3.40881  3.64469
C  -3.57911  -4.03167  2.34500
C  -3.50505  -3.00083  1.22385
C  -3.43940  -3.59765  -0.20041
C  -2.39532  -2.83142  -1.02070
C  -2.67956  -2.66230  -2.50466
C  -1.45711  -2.13987  -3.30168
C  -0.75602  -0.95544  -2.60987
C  0.69684  -1.21755  -2.26578
F  1.50046  -0.99137  -3.31851
F  0.82866  -2.51044  -1.86841
C  1.10151  -0.34165  -1.03058
F  0.54123  0.87780  -1.11736
F  0.52655  -0.95445  0.03028
C  2.63655  -0.26336  -0.74058
F  3.25720  -1.31291  -1.32156
F  2.78534  -0.41800  0.59889
C  3.36207  1.08281  -1.05236
F  2.78853  2.05644  -0.33118
F  4.61377  0.90552  -0.56967
C  3.55419  1.49113  -2.54290
F  3.73683  0.39165  -3.30582
F  4.69145  2.22336  -2.61446
C  2.46216  2.35654  -3.22802
F  2.95525  2.62498  -4.46502
F  1.32350  1.65536  -3.41093
C  2.10394  3.72334  -2.58345
F  1.08286  3.52146  -1.72015
F  3.12498  4.26326  -1.91004
C  1.60632  4.78144  -3.61869
F  2.65231  5.31789  -4.27146
F  0.72668  4.25506  -4.48114
F  0.99995  5.76720  -2.91995
C  -2.96451  -4.05248  -3.13880
C  -3.68470  -3.71976  -4.47264
N  -4.23026  -2.33074  -4.31629
P  -5.91539  -1.94246  -4.97426
O  -5.46354  -1.66678  -6.50335
Cl  -6.78372  -3.78086  -5.09921
C  -3.99968  -2.01271  -2.85476
C  -4.28778  -0.59170  -2.38675
C  -5.75428  -0.34866  -1.97487
C  -5.93715  -0.03907  -0.47528
C  -6.31908  1.42327  -0.18451
N  -7.64956  1.50338  0.47881
C  -8.61458  2.21689  -0.30605
N  -8.60936  3.46651  -0.52632
N  -9.60058  1.40018  -0.89223
H  -2.64547  -1.43865  6.12784
H  -3.04920  0.20228  5.66814
H  -1.41882  -0.38296  5.42811
H  -3.38731  -4.03098  4.48652
H  -2.01328  -3.34354  3.64957
H  -2.92777  -4.87566  2.13801
H  -4.59349  -4.38376  2.49728
H  -2.61754  -2.40117  1.39448
H  -4.35740  -2.33936  1.30742
H  -3.18065  -4.64444  -0.09577
H  -4.44121  -3.54506  -0.61789
H  -1.43634  -3.32770  -0.91957
H  -2.31768  -1.84898  -0.56598
H  -1.76213  -1.79954  -4.28917
H  -0.80495  -2.98465  -3.46954
H  -0.79127  -0.09123  -3.26348
H  -1.30852  -0.67331  -1.72638
H  -3.69923  -4.62003  -2.57992
H  -2.11352  -4.70386  -3.28096
H  -3.03122  -3.80125  -5.33230
H  -4.44597  -4.47290  -4.60385
H  -3.63059  -1.68616  -4.83570
H  -4.52118  -1.74464  -6.67857
H  -4.77342  -2.60647  -2.37073
H  -3.64129  -0.37925  -1.54568
H  -4.03783  0.12477  -3.17207
H  -6.37081  -1.20962  -2.21009
H  -6.15930  0.47173  -2.55574
H  -6.77101  -0.62398  -0.10939
H  -5.06561  -0.31710  0.10948
H  -5.59299  1.85230  0.49610
H  -6.35631  2.00288  -1.09953
H  -7.54706  2.05057  1.32157
H  -7.80270  3.89515  -0.07895
H  -10.03375  1.93392  -1.63415
H  -10.32682  1.21139  -0.21274
C  4.94041  -5.28251  -1.79887
C  5.06062  -4.20202  -0.72760
C  3.76561  -4.39359  0.04912
O  3.43943  -5.78267  -0.04062
C  4.26507  -6.40822  -1.02728
H  5.89359  -5.58043  -2.23185
H  4.29142  -4.93691  -2.60777
H  5.91863  -4.40656  -0.08441
H  5.16936  -3.19537  -1.12755
H  2.94524  -3.81842  -0.39622
H  3.85584  -4.11110  1.09859
H  5.00186  -7.03572  -0.51565
H  3.64749  -7.04706  -1.65960
C  6.12707  1.81610  3.35179
C  4.81660  1.17489  2.91128
C  5.24559  -0.26619  2.66607
O  6.31069  -0.53313  3.57714
C  6.76022  0.69375  4.16366
H  5.99666  2.73168  3.92247
H  6.73738  2.04577  2.48082
H  4.08518  1.21698  3.72291
H  4.37594  1.64270  2.03262
H  5.62232  -0.40074  1.64499
H  4.44030  -0.98363  2.83468
H  6.42763  0.71948  5.20750
H  7.85007  0.71981  4.14869
C  5.90602  5.62964  -0.26691
C  7.13531  6.05195  0.53277
C  6.82126  5.47855  1.90807
O  6.03882  4.30018  1.68565
C  5.61470  4.25675  0.32219
H  6.06864  5.60169  -1.34344
H  5.07591  6.31073  -0.06490
H  8.02918  5.57790  0.12175
H  7.29973  7.12766  0.55179
H  6.22972  6.17962  2.50613
H  7.71618  5.21296  2.47175
H  6.18438  3.47428  -0.19399
H  4.55676  3.99529  0.28625
C  -0.40767  3.38082  3.70256
C  0.75206  3.74511  4.62506
C  0.31371  3.10967  5.93676
O  -0.45700  1.95662  5.58639
C  -0.76810  1.98274  4.18782
H  -0.15144  3.40506  2.64409
H  -1.24382  4.06454  3.86759
H  1.67397  3.27921  4.26906
H  0.92507  4.81626  4.71264
H  -0.32089  3.78860  6.51585
H  1.15256  2.80383  6.56194
H  -0.16269  1.21945  3.68882
H  -1.81543  1.72839  4.04469

=====

# 4
Computed, not measured: C6H10O in the gas phase, with the ωB97M-V functional and the def2-TZVPD basis.

## Properties
HOMO energy = -9.7985 eV
Kohn-Sham gap = 10.88 eV
structure (SMILES) = O=CCCC1CC1

Geometry (Å):
O  1.46151  -1.47470  1.95454
C  0.87868  -0.47038  2.27349
C  -0.32543  0.10584  1.55923
C  -0.68510  -0.66011  0.28089
C  -0.72847  0.17330  -0.99199
C  0.40656  1.09097  -1.36332
C  0.18688  -0.17671  -2.13333
H  1.22249  0.11919  3.15121
H  -1.13973  0.12573  2.29719
H  -0.09716  1.16254  1.36021
H  -1.65048  -1.16391  0.40148
H  0.05247  -1.46178  0.16633
H  -1.71622  0.53746  -1.26800
H  0.15617  2.02137  -1.86724
H  1.26971  1.16330  -0.69976
H  -0.17294  -0.09204  -3.15365
H  0.88105  -1.00008  -1.96730

=====

# 5
Computed, not measured: a molecular structure, C12H32N2O5Rb, with the ωB97M-V functional and the def2-TZVPD basis.

## Properties
HOMO energy = -12.2261 eV
Kohn-Sham gap = 9.32 eV
net charge = +1

Geometry (Å):
Rb  -1.29991  -0.65859  -1.08749
C  -1.16053  -0.74030  2.70264
O  -1.65862  0.03699  1.63385
C  -2.59846  0.99248  2.06275
C  -2.78309  2.08552  1.03586
N  -3.15533  1.60573  -0.28689
C  -3.35289  2.67109  -1.24820
C  -3.65993  2.10625  -2.61381
O  -2.55450  1.32088  -3.02596
C  -2.78348  0.64561  -4.24856
H  -0.66567  -0.11613  3.45076
H  -0.43954  -1.44132  2.28083
H  -1.96124  -1.31900  3.17961
H  -2.27011  1.48201  2.98789
H  -3.55024  0.48803  2.29983
H  -1.81720  2.59307  0.92772
H  -3.49054  2.81738  1.44679
H  -4.00031  1.04143  -0.24088
H  -2.43349  3.25478  -1.32900
H  -4.16933  3.35781  -0.97907
H  -3.84939  2.91407  -3.32876
H  -4.56481  1.47876  -2.57530
H  -1.96972  -0.06534  -4.38823
H  -2.78731  1.34769  -5.08554
H  -3.73157  0.09873  -4.21699
C  1.16658  -4.29479  1.47215
C  1.67044  -3.29375  0.47426
O  0.61384  -2.65649  -0.27463
O  0.65692  -5.47154  0.88309
H  0.42871  -3.82185  2.13168
H  1.99852  -4.61338  2.10059
H  2.37403  -3.76370  -0.21477
H  2.18321  -2.48215  0.99341
H  0.10479  -3.35954  -0.69552
H  -0.23002  -5.33713  0.53691
C  1.90172  1.23360  1.91008
C  2.42075  1.25937  0.48015
C  3.77992  0.60266  0.36433
O  4.23782  0.77446  -0.95735
C  5.42898  0.07172  -1.21769
N  1.43151  0.63549  -0.41379
H  1.69778  0.20070  2.21853
H  0.96641  1.78596  1.98049
H  2.62852  1.63093  2.61840
H  2.51391  2.29620  0.14792
H  3.68196  -0.47778  0.57988
H  4.50724  1.01860  1.07338
H  5.73255  0.29196  -2.23994
H  5.28696  -1.01046  -1.11264
H  6.23883  0.39485  -0.55122
H  1.78146  0.76428  -1.36213
H  1.50388  -0.37583  -0.27942

=====

# 6
Computed, not measured: 2 unconnected molecules or ions with the total composition C11H18 in a non-equilibrium geometry, with the ωB97M-V functional and the def2-TZVPD basis.

## Properties
HOMO energy = -9.0040 eV
Kohn-Sham gap = 9.89 eV
structure (SMILES) = Cc1ccccc1.CC(C)C

Geometry (Å):
C  -0.49173  1.71047  -1.39496
C  -2.88962  1.00186  1.90837
C  -3.48871  1.29833  0.68041
C  -1.66704  0.57519  2.12417
C  -2.73899  1.45321  -0.47211
C  -0.86977  0.76206  0.97226
C  -1.32343  1.12210  -0.27320
H  -3.80195  1.08993  2.70999
H  -4.54517  1.42017  0.86553
H  -1.00453  0.42345  3.06043
H  -3.01878  1.73949  -1.45308
H  0.33318  0.56503  1.03334
H  -0.67767  1.28475  -2.47581
H  0.48648  1.52339  -1.15012
H  -0.78903  2.79822  -1.37222
C  1.56510  -1.06273  -0.30629
C  2.95076  -0.67943  0.37732
C  1.95925  -1.32992  -1.84926
C  0.97193  -2.17821  0.48474
H  0.81626  -0.23035  -0.40716
H  3.56166  0.23406  -0.07505
H  3.44232  -1.66779  0.31309
H  2.62636  -2.09488  -2.06411
H  1.22772  -1.77498  -2.48613
H  2.48674  -0.45234  -2.23835
H  -0.11414  -1.79452  0.80076
H  0.83720  -2.97461  -0.14390
H  1.52230  -2.30794  1.45335
H  2.63330  -0.45404  1.37799